{"formula": "C21H33F3KN6O4S4", "method": "wB97M-V/def2-TZVPD", "species": ["K", "C", "C", "S", "C", "C", "S", "C", "C", "S", "C", "C", "S", "H", "H", "H", "H", "H", "H", "H", "H", "H", "H", "H", "H", "H", "H", "H", "H", "C", "C", "N", "C", "C", "N", "C", "O", "O", "C", "O", "O", "H", "H", "H", "H", "H", "C", "N", "C", "N", "C", "N", "C", "N", "C", "C", "H", "H", "H", "H", "H", "H", "H", "H", "H", "H", "H", "H", "F", "C", "F", "F"], "coordinates": [[-1.42226, 1.10477, 0.46045], [2.93572, -3.27426, -0.53083], [3.06216, -2.82190, 0.91933], [1.59628, -2.00646, 1.60030], [0.50493, -3.44179, 1.77119], [-0.94526, -3.03495, 2.05947], [-1.80024, -1.95291, 0.86802], [-2.05557, -3.08524, -0.52660], [-0.92021, -3.21503, -1.53692], [-0.76465, -1.69902, -2.51524], [0.53208, -2.25211, -3.65328], [1.78596, -2.85738, -3.01997], [2.42387, -1.90067, -1.61264], [2.18737, -4.06345, -0.62445], [3.89244, -3.66865, -0.87871], [3.83759, -2.06093, 1.01559], [3.33477, -3.67527, 1.54377], [0.87230, -4.06217, 2.59309], [0.54765, -4.03457, 0.85617], [-1.01698, -2.48604, 3.00026], [-1.54183, -3.94447, 2.14498], [-2.93952, -2.68149, -1.02399], [-2.30928, -4.06639, -0.12216], [-1.12974, -4.04468, -2.21741], [0.03139, -3.39318, -1.03462], [0.76788, -1.35946, -4.23633], [0.10289, -2.99240, -4.33141], [2.56471, -2.93736, -3.77902], [1.57196, -3.86201, -2.65397], [4.40441, 1.87587, 0.47734], [3.30534, 2.27810, 1.40342], [2.16968, 1.65069, 1.58152], [1.46094, 2.39095, 2.51304], [2.21336, 3.49045, 2.89472], [3.36534, 3.38871, 2.17854], [2.09675, 4.68916, 3.81312], [1.03310, 4.79862, 4.49301], [3.07367, 5.44510, 3.80483], [0.09540, 1.96437, 2.95039], [-0.50248, 2.69253, 3.84502], [-0.44592, 0.97040, 2.47258], [4.11500, 0.96904, -0.05003], [5.33298, 1.69075, 1.02389], [4.59881, 2.66063, -0.25985], [4.09072, 4.08479, 2.25838], [0.06214, 3.55665, 4.15804], [1.44060, 3.19862, -1.31331], [2.04001, 4.03997, -2.36322], [1.02936, 5.01857, -2.78811], [-0.19140, 4.37925, -3.28997], [-0.74580, 3.53320, -2.21390], [0.22613, 2.51936, -1.77524], [0.58284, 1.69089, -2.92738], [1.15728, 2.48406, -4.02823], [2.34392, 3.17862, -3.51097], [0.16853, 3.50505, -4.40845], [1.20451, 3.82293, -0.44820], [2.16516, 2.44177, -1.01274], [1.45444, 5.64543, -3.57489], [0.77016, 5.64605, -1.93394], [-1.64388, 3.03433, -2.57521], [-1.01312, 4.16530, -1.36734], [-0.31161, 1.17594, -3.28468], [1.32103, 0.95158, -2.60681], [2.76525, 3.79450, -4.30917], [3.08596, 2.43465, -3.20920], [-0.73339, 3.00220, -4.76227], [0.58001, 4.11036, -5.21968], [-2.62751, 0.91260, -1.50876], [-3.70154, 1.55162, -0.77715], [-3.73189, 0.71014, 0.37561], [-2.98340, 2.67677, -0.22936]], "e_tot_ha": -3941.91141, "homo_energy_ev": -5.0, "lumo_energy_ha": 0.065, "total_charge": -1, "gap_ev": 6.80, "largest_force_ev_per_a": 2.15}


{"formula": "C31H28Cl2N5O4W", "method": "wB97M-V/def2-TZVPD", "species": ["W", "N", "C", "C", "C", "O", "O", "H", "H", "H", "H", "H", "H", "Cl", "C", "C", "C", "Cl", "C", "C", "C", "C", "N", "C", "C", "O", "H", "H", "H", "H", "C", "C", "C", "C", "C", "C", "H", "H", "H", "H", "H", "C", "C", "C", "C", "C", "N", "C", "O", "N", "C", "C", "C", "C", "N", "C", "C", "C", "H", "H", "H", "H", "H", "H", "H", "H", "H", "H", "H", "H", "H"], "coordinates": [[0.34928, -0.03503, -0.46749], [1.37272, -2.05775, -0.65051], [2.84966, -2.13164, -0.44458], [3.27007, -0.97956, 0.46872], [2.50474, 0.21213, -0.03510], [2.23600, 0.26857, -1.31672], [1.90467, 1.07172, 0.70115], [0.90938, -2.69394, -0.00707], [1.14433, -2.37281, -1.59151], [3.32067, -2.02996, -1.41778], [3.12075, -3.10324, -0.03511], [4.34680, -0.81045, 0.45301], [2.96855, -1.15513, 1.50143], [-2.31977, -2.17376, -4.09477], [-2.90910, -1.12682, -2.87029], [-4.27098, -0.74573, -2.87594], [-4.77476, 0.07581, -1.90923], [-6.44035, 0.52195, -1.94251], [-3.94342, 0.56885, -0.86593], [-4.34905, 1.39500, 0.19980], [-3.43749, 1.77040, 1.15351], [-2.10979, 1.33632, 1.05110], [-1.69488, 0.58927, 0.04607], [-2.59462, 0.18595, -0.89626], [-2.06699, -0.66435, -1.89173], [-0.76164, -0.97781, -1.78207], [-4.90926, -1.12010, -3.66355], [-5.38101, 1.71212, 0.26200], [-3.72651, 2.38838, 1.99072], [-1.37246, 1.59307, 1.80113], [-0.78952, -2.27562, 3.80059], [-1.27674, -2.74268, 2.59115], [-0.92507, -2.11030, 1.40501], [-0.06967, -0.99691, 1.39092], [0.39043, -0.52715, 2.62650], [0.03987, -1.16531, 3.81166], [-1.05526, -2.77044, 4.72496], [-1.93760, -3.59977, 2.56567], [-1.35253, -2.48866, 0.47845], [1.04166, 0.33565, 2.66801], [0.42561, -0.78772, 4.75036], [-0.20012, -3.97627, -7.83243], [-0.20825, -2.61432, -7.19764], [0.80721, -2.21473, -6.33347], [0.81190, -0.95027, -5.77189], [-0.20646, -0.04852, -6.06427], [-0.15634, 1.20110, -5.39784], [-1.01860, 2.24809, -5.51562], [-1.94300, 2.33157, -6.28808], [-0.74888, 3.31183, -4.62591], [-0.32975, 3.24841, -3.30580], [0.01806, 4.42294, -2.63390], [0.40974, 4.36374, -1.31454], [0.48846, 3.13829, -0.67490], [0.14437, 2.01310, -1.30474], [-0.27496, 2.06106, -2.57897], [-1.22596, -0.42050, -6.93293], [-1.21200, -1.69501, -7.47982], [0.39108, -4.68083, -7.24833], [0.23039, -3.93611, -8.83483], [-1.20948, -4.37609, -7.92649], [1.60995, -2.90294, -6.09686], [1.61035, -0.66227, -5.09528], [0.69372, 1.37595, -4.88584], [-1.20778, 4.16143, -4.91606], [-0.02028, 5.37145, -3.15482], [0.68027, 5.26137, -0.77752], [0.83986, 3.03837, 0.33984], [-0.57605, 1.12453, -3.02467], [-2.01766, 0.26935, -7.17123], [-2.01354, -1.97684, -8.15242]], "e_tot_ha": -2760.24933, "homo_energy_ev": [-10.4, -10.5], "lumo_energy_ha": [-0.141, -0.145], "total_charge": 1, "gap_ev": [6.58, 6.55], "largest_force_ev_per_a": 1.16}


Sequential M output: 657.9 789.3 g mol⁻¹